Entry from the OMol25 dataset: a 3-piece molecular cluster, C17H34ClO9P2 overall at a distorted geometry (ωB97M-V/def2-TZVPD).

Each line ends with the natural charge from an NBO analysis.
Positions of all 63 atoms, in Å:
C 3.71 -0.36 1.74  -0.622
C 3.25 -1.76 1.31  -0.427
C 2.70 -1.85 -0.13  -0.048
O 2.24 -0.63 -0.67  -0.554
C 0.86 -0.40 -0.46  -0.088
C 0.53 1.09 -0.38  0.257
C -0.99 1.20 -0.50  -0.085
O -1.65 0.35 0.43  -0.557
C -3.06 0.54 0.42  -0.055
C -3.47 1.07 1.80  -0.628
C 1.09 1.96 -1.52  -0.108
O 1.28 3.24 -0.96  -0.835
P 2.03 3.00 0.60  0.963
P 3.35 4.85 0.36  0.726
O 4.34 4.65 1.66  -1.001
Cl 1.98 6.36 0.96  -0.432
O 1.01 1.59 0.83  -0.825
H 3.71 0.35 0.92  0.243
H 4.73 -0.41 2.11  0.183
H 3.08 0.01 2.54  0.216
H 2.52 -2.16 2.01  0.204
H 4.11 -2.44 1.36  0.189
H 1.88 -2.57 -0.13  0.166
H 3.45 -2.26 -0.81  0.154
H 0.27 -0.89 -1.25  0.152
H 0.55 -0.84 0.48  0.191
H -1.29 0.91 -1.51  0.152
H -1.26 2.25 -0.33  0.183
H -3.33 1.29 -0.32  0.173
H -3.59 -0.38 0.16  0.166
H -3.40 2.16 1.79  0.200
H -4.49 0.77 2.04  0.190
H -2.81 0.65 2.55  0.222
H 0.32 2.12 -2.28  0.168
H 1.96 1.55 -2.05  0.182
H 1.05 3.81 1.28  -0.139
H 2.77 2.68 1.83  -0.192
H 3.03 2.21 -0.10  -0.169
H 3.88 4.13 2.35  0.481
O -5.51 1.19 -2.29  -0.557
C -5.96 2.04 -1.58  0.791
O -5.67 2.12 -0.25  -0.490
C -6.43 3.17 0.36  -0.070
C -6.81 4.11 -0.77  -0.430
C -6.93 3.15 -1.95  -0.528
H -7.31 2.72 0.84  0.173
H -5.82 3.64 1.12  0.205
H -7.71 4.69 -0.57  0.217
H -6.00 4.81 -0.96  0.216
H -7.93 2.71 -2.03  0.230
H -6.65 3.59 -2.90  0.242
O 2.64 -4.69 1.25  -0.544
C 2.96 -5.49 0.43  0.791
O 2.10 -6.42 -0.08  -0.493
C 2.79 -7.30 -0.98  -0.069
C 4.03 -6.52 -1.43  -0.430
C 4.33 -5.67 -0.20  -0.531
H 3.05 -8.21 -0.44  0.171
H 2.13 -7.55 -1.80  0.195
H 4.85 -7.17 -1.74  0.216
H 3.77 -5.87 -2.27  0.214
H 4.97 -6.19 0.52  0.232
H 4.76 -4.71 -0.44  0.250

Values from the calculation:
net charge = -1
Kohn-Sham gap = 0.2223 Eh
energy = -2488.2509 hartree
M = 479.85 g mol⁻¹